Entry 1:
Computed, not measured: the molecule C5H11FN2 at a distorted geometry, with wB97M-V/def2-TZVPD.

The electronic energy is -406.34164 Ha. The calculation puts the energy relative to the best compared isomer or geometry (same formula, charge and spin) at 371.9 kJ/mol. The gap between HOMO and LUMO is 9.1 eV. The calculation puts the HOMO energy at -0.3041 Ha. Its structure (SMILES) is N[C@@]1(CF)CCNC1.

The geometry in ORCA input format:
```
! wB97M-V def2-TZVPD RIJCOSX def2/J DEFGRID3
* xyz 0 1
H -1.74316 0.39514 -1.94188
N 1.82623 -0.51073 0.13615
C 0.67459 -1.14419 -0.62479
H 0.45338 -2.25205 -0.53065
H 0.54874 -0.85946 1.53472
H 0.23101 1.86700 0.87745
H -0.86859 0.16821 1.87041
H -0.24903 1.80258 -0.72212
H 2.34664 1.05324 -1.16643
H 2.67029 -1.08742 -0.03558
N -0.37625 -0.61749 1.33374
C 0.48765 1.21108 0.00036
F -2.57926 0.32008 0.10549
H 2.87237 1.47104 0.40656
H -1.68002 -1.17957 -0.65012
C 1.90812 0.90207 -0.08684
H 1.02646 -1.09629 -1.69738
C -1.55884 -0.06435 -0.77410
C -0.26896 -0.11557 -0.04523
*
```

The net atomic charges from Mulliken, expressed in e, are: 0.284, -0.461, -1.010, 0.360, 0.378, 0.236, 0.281, 0.322, 0.207, 0.252, -0.782, -0.643, -0.323, 0.275, 0.243, -0.530, 0.347, -0.538, 1.102

=====

Entry 2:
Computed, not measured: a structure of composition C5H11HfO at a distorted geometry, with wB97M-V/def2-TZVPD.

The electronic energy is -318.85513 Ha. The gap between HOMO and LUMO is 7.2 eV. The calculation puts the HOMO energy at -0.7893 Ha.

The geometry in ORCA input format:
```
! wB97M-V def2-TZVPD RIJCOSX def2/J DEFGRID3
* xyz 3 1
C 1.17242 1.22220 -1.60729
H -1.58054 1.20216 2.00997
C -0.65643 -0.34936 -0.91884
H -1.23291 0.57112 -0.83544
C -0.66710 -1.26657 0.29480
H 2.18542 1.31679 -1.09419
H 0.32048 -1.18002 2.24790
Hf 3.12683 0.09299 -2.73100
C -0.66244 0.62674 2.16061
H -1.54500 -1.90251 0.22945
O 0.70560 -0.06018 -1.43715
H 0.18630 -1.93137 0.17529
H -1.44907 -1.15049 2.33598
H 0.60022 2.07104 -1.22923
H -1.11142 -0.92436 -1.72070
C -0.55885 -0.73593 1.79028
H 1.31443 1.40672 -2.72265
H -0.14793 0.99102 3.05221
*
```

The net atomic charges from Mulliken, expressed in e, are: -0.509, 0.357, -0.580, 0.495, -0.573, 0.266, 0.379, 1.407, -0.265, 0.464, -0.135, 0.305, 0.334, 0.408, 0.341, -0.304, 0.278, 0.333

=====

Entry 3:
Computed, not measured: the ion C5H11IN with charge +1, with wB97M-V/def2-TZVPD.

The electronic energy is -549.28232 Ha. The calculation puts the energy relative to the best compared isomer or geometry (same formula, charge and spin) at 52.9 kJ/mol. The gap between HOMO and LUMO is 9.2 eV. The calculation puts the HOMO energy at -0.5433 Ha. Its structure (SMILES) is I[NH+]1CCCCC1.

The geometry in ORCA input format:
```
! wB97M-V def2-TZVPD RIJCOSX def2/J DEFGRID3
* xyz 1 1
H 0.41164 -2.02807 0.76763
H -0.58445 -0.59205 -1.68695
C 0.93351 0.74863 -0.95479
I -1.54866 0.18829 2.89701
C -1.33616 0.57782 -0.05137
H -1.53115 -1.25834 0.82894
H 2.35504 0.03527 0.49531
C 0.50602 -0.96372 0.96565
N -0.93926 -0.44756 0.98151
H -0.91731 1.10493 -2.05689
H -2.40249 0.46020 -0.23105
H -1.18153 1.56481 0.37884
H 1.55594 0.82978 -1.84049
C -0.51056 0.43102 -1.30756
C 1.48929 -0.33985 -0.04447
H 0.95896 1.71413 -0.44564
H 0.89016 -0.87111 1.97461
H 1.85101 -1.15420 -0.67031
*
```

The net atomic charges from Mulliken, expressed in e, are: 0.243, 0.292, -0.617, 0.398, -0.610, 0.508, 0.342, -0.373, -0.433, 0.358, 0.412, 0.378, 0.323, -0.594, -0.547, 0.321, 0.255, 0.343

=====

Entry 4:
Computed, not measured: a cluster of 2 separate species, C5H11IOS in total at a distorted geometry, with wB97M-V/def2-TZVPD.

The electronic energy is -968.07305 Ha. The calculation puts the energy relative to the best compared isomer or geometry (same formula, charge and spin) at 256.6 kJ/mol. The gap between HOMO and LUMO is 9.0 eV. The calculation puts the HOMO energy at -0.3328 Ha.

The geometry in ORCA input format:
```
! wB97M-V def2-TZVPD RIJCOSX def2/J DEFGRID3
* xyz 0 1
I -2.45809 -0.62150 0.16326
H 1.69901 -2.03183 -1.17168
H -0.80829 1.84060 -0.27050
O 1.72280 0.60361 1.68551
C -0.80127 1.18884 2.67971
H -1.06894 2.20700 2.44038
H -0.50128 1.17005 3.71915
C 0.27102 0.28515 -2.38404
H 0.61814 -2.15593 0.33188
H -0.78643 0.07174 -2.71714
C 0.53949 -0.41492 -0.89683
H 1.44111 0.00767 -0.53369
H 0.96432 0.01548 -3.19049
S 0.35399 0.06814 1.76650
C 0.69069 -1.88164 -0.76195
H -1.84400 0.70976 2.71014
H 0.46141 1.33914 -2.29898
C -0.49388 0.15794 0.06596
H 0.00018 -2.55931 -1.33717
*
```

The net atomic charges from Mulliken, expressed in e, are: 0.125, 0.341, 0.298, -0.596, -0.912, 0.335, 0.348, -1.314, 0.366, 0.266, 0.204, 0.372, 0.389, 0.528, -1.199, 0.268, 0.387, -0.532, 0.327

=====

Entry 5:
Computed, not measured: the ion C5H11N with charge -1 at a distorted geometry, with wB97M-V/def2-TZVPD.

The electronic energy is -251.66485 Ha. The calculation puts the energy relative to the best compared isomer or geometry (same formula, charge and spin) at 354.0 kJ/mol. The gap between HOMO and LUMO (alpha / beta) is 5.7 / 5.7 eV. The calculation puts the HOMO energy (alpha / beta) at -0.0409 / -0.0446 Ha.

The geometry in ORCA input format:
```
! wB97M-V def2-TZVPD RIJCOSX def2/J DEFGRID3
* xyz -1 2
C -1.66828 0.17542 0.35300
C -1.93165 -1.29445 0.26175
H 2.72621 0.59351 -0.61391
H 0.16977 -0.17393 1.44543
H -1.35534 -1.82457 1.01411
H 2.12050 0.08386 0.99616
C 0.46544 -0.49300 -1.39803
N 0.62389 0.66176 -0.41505
H 0.12737 0.01065 -2.31838
H -0.15597 1.55240 1.26524
H -1.28251 -1.02843 -0.70571
C -0.28745 0.57953 0.77882
H -2.97527 -1.60156 0.29780
C 1.95674 0.77188 0.13545
H 2.14529 1.76924 0.58850
H -2.19480 1.00586 -0.09477
H 1.51606 -0.78817 -1.59042
*
```

The net atomic charges from Mulliken, expressed in e, are: -0.557, -0.467, 0.392, 0.207, 0.216, 0.315, -0.826, -0.067, 0.005, 0.303, 0.025, -0.611, 0.325, -1.001, 0.254, 0.353, 0.135

=====

Entry 6:
Computed, not measured: the molecule C5H11N at a distorted geometry, with wB97M-V/def2-TZVPD.

The electronic energy is -251.78589 Ha. The calculation puts the energy relative to the best compared isomer or geometry (same formula, charge and spin) at 201.2 kJ/mol. The gap between HOMO and LUMO is 8.6 eV. The calculation puts the HOMO energy at -0.2789 Ha. Its structure (SMILES) is C=C(CC)NC.

The geometry in ORCA input format:
```
! wB97M-V def2-TZVPD RIJCOSX def2/J DEFGRID3
* xyz 0 1
H -1.60586 -1.03148 -2.19684
C -0.25334 1.82399 0.47858
N 0.12652 -0.65367 -1.14374
H -0.68941 2.38089 1.31084
H 2.43293 -1.29503 -0.49375
H 0.83356 0.60959 1.99523
C 0.17335 0.49125 1.13350
H 2.17152 -1.39102 1.42433
C -1.38999 -0.68413 -1.19348
H 0.40053 -1.53651 -1.55001
H -1.78194 -1.30204 -0.39969
C 1.84994 -1.19438 0.41489
H -1.13665 1.74275 -0.14467
H 0.59570 2.28870 -0.01283
C 0.64982 -0.58232 0.14394
H -1.68107 0.34902 -1.34863
H -0.69564 -0.01561 1.58232
*
```

The net atomic charges from Mulliken, expressed in e, are: 0.411, -0.995, -0.373, 0.340, 0.282, 0.354, -0.492, 0.319, -1.008, 0.354, 0.309, -1.020, 0.256, 0.281, 0.421, 0.308, 0.253

=====

Entry 7:
Computed, not measured: a structure of composition C5H11N at a distorted geometry, with wB97M-V/def2-TZVPD.

The electronic energy is -251.70534 Ha. The calculation puts the energy relative to the best compared isomer or geometry (same formula, charge and spin) at 412.7 kJ/mol. The gap between HOMO and LUMO is 7.9 eV. The calculation puts the HOMO energy at -0.2749 Ha.

The geometry in ORCA input format:
```
! wB97M-V def2-TZVPD RIJCOSX def2/J DEFGRID3
* xyz 0 1
C 1.21517 1.09006 -1.20087
C 0.36594 -0.00111 0.94721
C -0.80432 0.13400 1.84826
H -1.65284 -0.35617 1.30068
C -0.15492 -1.06504 -0.93033
H -1.99859 -1.84151 -0.63328
N -1.39004 -1.36403 -1.30028
H 0.71904 -1.51806 -1.42089
H 1.37249 0.17343 1.32201
H -0.85557 0.95363 -0.59775
H 0.30703 -1.34126 0.51189
H -1.08485 1.18633 1.96236
H -0.60553 -0.25617 2.84803
H 2.16351 0.56101 -1.06374
C 0.07668 0.39494 -0.47814
H 1.00674 1.13268 -2.27407
H 1.32007 2.11726 -0.84108
*
```

The net atomic charges from Mulliken, expressed in e, are: -1.720, -0.268, -1.195, 0.245, -0.281, 0.203, -0.707, 0.422, 0.486, 0.282, 0.118, 0.325, 0.351, 0.383, 0.572, 0.391, 0.393

=====

Entry 8:
Computed, not measured: the molecule C5H11N at a distorted geometry, with wB97M-V/def2-TZVPD.

The electronic energy is -251.78597 Ha. The calculation puts the energy relative to the best compared isomer or geometry (same formula, charge and spin) at 201.0 kJ/mol. The gap between HOMO and LUMO is 10.2 eV. The calculation puts the HOMO energy at -0.3330 Ha. Its structure (SMILES) is C/C=C/CCN.

The geometry in ORCA input format:
```
! wB97M-V def2-TZVPD RIJCOSX def2/J DEFGRID3
* xyz 0 1
H -0.94899 -1.08668 0.76919
H 0.98703 1.74088 0.91097
H -0.47497 -3.07186 -0.25750
H 1.27980 1.24754 -0.69060
H 0.19960 2.55966 -1.78194
H -1.16988 2.07424 0.39248
H -0.59492 -3.34150 1.33720
H -1.40118 2.90659 -1.58879
H -1.44628 0.54664 -0.48236
H 2.06625 -0.25913 0.59432
H 1.13629 -3.25386 0.73056
C 0.99096 -0.41899 0.49008
N -0.72155 2.16389 -1.64852
C -0.76406 1.40698 -0.40994
C 0.63044 1.03946 0.16066
C 0.10966 -1.36385 0.82473
C 0.12179 -2.89001 0.64946
*
```

The net atomic charges from Mulliken, expressed in e, are: 0.174, 0.401, 0.263, 0.265, 0.221, 0.175, 0.327, 0.243, 0.176, 0.296, 0.329, -0.289, -0.667, -0.063, -0.632, -0.132, -1.090

=====

> Among the records above, which one has the lowest electronic energy?

C5H11IOS

=====

> What is the electronic energy in the fifth record?

-251.66485 Ha

=====

> Which of these has the lowest electronic energy?

C5H11IOS